78
Properties=species:S:1:pos:R:3:forces:R:3 method="wB97M-V/def2-TZVPD" homo_lumo_gap_ev=7.0 charge=+1 homo_energy_ev=-10.865 total_energy_ha=-4654.66344 e_above_lowest_kj_mol=0.0
Pt -0.13704 0.23419 0.22793 0.02 0.52 0.33
O 0.09169 2.04167 -0.55046 -0.10 0.04 -0.13
C -0.37734 2.33791 -1.74837 0.04 0.00 0.04
C 0.13180 3.50973 -2.33665 0.01 0.02 -0.01
C -0.30269 3.93373 -3.56793 -0.01 -0.01 0.00
C -1.27359 3.21726 -4.28345 0.00 0.00 0.00
C -1.79092 2.08084 -3.72699 -0.01 0.00 -0.01
C -1.36218 1.60768 -2.46460 -0.04 0.00 -0.01
C -2.01164 0.42857 -1.97795 0.01 0.01 0.05
N -1.69220 -0.22939 -0.92214 0.00 0.10 -0.01
C -2.47783 -1.36728 -0.41530 -0.01 0.06 0.04
C -1.57478 -2.32441 0.34994 0.04 -0.01 0.00
N -0.54063 -1.54179 1.04756 0.09 0.04 0.11
C 0.06603 -2.00620 2.08640 0.04 -0.03 -0.11
C 1.16886 -1.41514 2.76385 0.01 -0.03 0.01
C 1.71296 -2.16426 3.83476 -0.01 0.01 0.03
C 2.77988 -1.71459 4.55907 -0.02 0.00 0.00
C 3.34213 -0.47191 4.22359 -0.01 0.00 -0.02
C 2.84145 0.28304 3.19377 0.03 0.01 0.03
C 1.73984 -0.15801 2.43350 0.00 0.03 -0.05
O 1.32639 0.66470 1.49679 0.06 -0.09 0.09
H 0.88150 4.05751 -1.78185 0.00 0.00 0.00
H 0.11637 4.83711 -3.99218 0.00 0.00 0.00
H -1.60706 3.55948 -5.25226 0.00 0.00 0.00
H -2.54814 1.51369 -4.25582 0.00 0.00 0.00
H -2.85715 0.05593 -2.55461 -0.01 0.01 0.00
H -2.99824 -1.86738 -1.23207 0.09 -0.02 -0.05
H -3.21809 -0.96217 0.26943 -0.10 -0.02 -0.02
H -1.07284 -3.01723 -0.31886 -0.06 -0.06 0.02
H -2.16255 -2.89501 1.07009 -0.01 0.06 0.05
H -0.28478 -2.96318 2.47052 0.00 -0.01 0.00
H 1.25631 -3.11778 4.07325 0.00 0.00 0.00
H 3.18649 -2.30176 5.36982 0.00 0.00 0.00
H 4.19190 -0.10105 4.78267 0.00 0.00 0.00
H 3.27556 1.23794 2.92980 0.00 0.00 0.00
F 2.73120 1.38687 -0.55154 0.00 0.01 0.02
C 2.41243 0.33722 -1.29376 0.03 -0.03 -0.05
C 1.21651 -0.36695 -1.15095 -0.13 -0.17 0.03
C 1.00444 -1.41332 -2.03804 0.08 0.03 -0.03
F -0.12707 -2.13570 -2.02392 -0.02 -0.01 0.01
C 1.92803 -1.77642 -3.00282 0.00 0.01 -0.01
F 1.66632 -2.79182 -3.81935 0.01 -0.01 -0.01
C 3.11347 -1.07650 -3.11469 -0.03 -0.01 0.02
F 4.00636 -1.40834 -4.03194 0.01 -0.01 -0.01
C 3.34611 -0.01840 -2.25787 0.01 0.03 0.01
F 4.47284 0.67550 -2.36102 0.01 0.00 -0.01
C -3.50254 5.69052 3.93668 0.00 0.01 -0.02
C -3.12666 5.54624 2.60850 -0.01 0.02 0.01
C -2.55475 4.35923 2.17539 0.02 0.00 -0.01
C -2.38441 3.31046 3.07262 0.37 0.17 -0.11
C -2.74776 3.45348 4.40484 -0.06 -0.05 0.01
C -3.30954 4.64866 4.83242 0.00 -0.02 0.00
As -1.66857 1.64338 2.38798 -0.50 -0.69 -0.34
C -3.36132 0.77316 1.99674 -0.04 0.09 0.11
C -4.29422 1.14426 1.04011 0.03 -0.01 -0.02
C -5.44541 0.38380 0.88339 0.01 -0.02 -0.01
C -5.64771 -0.74431 1.67401 0.01 0.01 0.00
C -4.72433 -1.10207 2.64623 0.01 0.00 0.00
C -3.57713 -0.33258 2.82468 0.00 0.00 0.01
C -2.55328 -0.52073 3.87492 0.02 0.00 -0.01
C -2.53362 -1.53889 4.82402 -0.02 0.02 0.00
C -1.55542 -1.54564 5.80801 0.00 0.00 0.00
C -0.58582 -0.54990 5.85206 0.01 -0.02 0.00
C -0.57048 0.44658 4.88680 -0.01 0.01 -0.01
C -1.55265 0.45907 3.90713 0.11 0.04 0.03
H -3.94045 6.61984 4.27556 0.00 0.00 0.00
H -3.26760 6.36175 1.91162 0.00 0.00 0.00
H -2.23831 4.25923 1.14290 0.01 -0.01 0.00
H -2.61048 2.63848 5.10446 0.02 0.01 0.00
H -3.59729 4.76353 5.86908 0.00 0.00 0.00
H -4.13395 2.02146 0.42267 0.00 0.01 0.01
H -6.18910 0.66915 0.15074 0.00 0.00 0.00
H -6.54657 -1.33327 1.54780 0.00 0.00 0.00
H -4.91744 -1.96027 3.27794 0.00 0.00 0.00
H -3.29430 -2.30988 4.81839 0.00 0.00 0.00
H -1.55656 -2.32719 6.55674 0.00 0.00 0.00
H 0.16545 -0.55930 6.63028 0.00 0.00 0.00
H 0.20356 1.20471 4.90348 0.00 0.00 0.00

***

110
Properties=species:S:1:pos:R:3:forces:R:3 method="wB97M-V/def2-TZVPD" s_squared=3.75 homo_lumo_gap_ev="8.0 / 8.8" charge=-2 homo_energy_ev="-4.821 / -5.628" total_energy_ha=-5287.49349 multiplicity=4
V -0.02162 -0.53568 0.20317 -1.19 0.51 0.04
O -2.31657 -6.54938 -5.98774 -0.05 3.63 2.77
C -2.30099 -5.50226 -5.27159 -1.35 -3.99 -4.47
O -1.38344 -5.13935 -4.47945 2.58 0.67 1.61
B -1.59462 -3.72952 -4.14365 -0.38 1.21 -0.14
O -2.98393 -3.43898 -4.41792 0.22 -0.35 -0.95
C -3.36573 -4.40383 -5.25024 -2.46 -1.08 0.11
O -4.46025 -4.55310 -5.72041 0.73 0.57 -0.26
O -0.71644 -2.77164 -4.85415 0.94 -0.13 0.61
C 0.07096 -2.17353 -3.96198 3.19 2.65 -2.50
O 1.04236 -1.43617 -4.26015 -3.27 -2.25 1.36
C -0.40973 -2.54417 -2.56521 1.57 1.06 2.19
O -1.34558 -3.41167 -2.75954 0.33 -0.32 2.86
O 0.08508 -2.10816 -1.47809 -2.12 -1.39 -3.39
O -6.78618 -3.55081 -4.38425 1.80 2.81 3.75
C -6.29350 -2.69764 -3.58931 -1.21 -3.26 -3.98
O -5.40205 -2.85199 -2.62632 -0.55 -0.55 0.50
B -5.17275 -1.56233 -1.93611 -1.01 -0.26 -2.18
O -5.83748 -0.59607 -2.85423 0.44 0.55 1.33
C -6.53286 -1.22062 -3.77341 -1.91 1.21 -0.47
O -7.31020 -0.67806 -4.53334 1.04 -0.75 0.50
O -5.62540 -1.58141 -0.55064 -5.59 -1.29 -3.55
C -4.77209 -1.29257 0.24409 4.61 1.19 7.39
O -4.87654 -1.21503 1.47889 0.43 0.05 -2.09
C -3.41311 -1.12273 -0.49909 -0.12 -0.14 -2.13
O -3.82058 -1.22760 -1.79971 3.95 0.63 1.47
O -2.26924 -0.96267 -0.10367 -1.97 -0.41 -0.74
O -6.76293 1.05173 5.48385 1.74 0.32 0.15
C -5.58870 1.25868 5.22917 -2.38 -0.12 1.85
O -5.05949 1.19723 4.07506 1.16 -0.06 -2.55
B -3.64891 1.58174 4.07668 0.20 0.32 -0.27
O -3.31958 1.90346 5.46863 -2.23 -0.15 0.86
C -4.46987 1.68117 6.20364 0.91 0.88 3.64
O -4.57767 1.81557 7.44500 0.65 -0.47 -4.34
O -3.33324 2.67592 3.09748 0.02 -1.36 0.30
C -2.46132 2.18017 2.22855 1.51 1.04 -0.65
O -1.92617 2.79966 1.33822 -0.57 -0.41 0.52
C -2.05611 0.72229 2.63474 2.03 0.49 -3.78
O -2.77616 0.44812 3.61095 -1.00 -1.68 2.35
O -1.20105 0.03231 2.02779 -2.00 1.45 1.78
O 2.36566 -1.01246 -0.52647 1.20 0.05 -0.61
C 3.41053 -0.82302 -1.13659 -2.71 -0.15 -0.59
O 3.54403 -0.88434 -2.47517 0.32 0.04 2.82
B 4.93109 -0.47526 -2.75680 -0.85 -0.68 -0.73
O 5.52793 -0.17276 -1.40273 1.75 0.06 -1.73
C 4.67377 -0.30886 -0.45006 -0.59 -0.28 -0.83
O 4.80373 -0.01521 0.69494 -0.01 -0.02 0.95
O 4.88854 0.70397 -3.60146 1.70 0.76 -1.38
C 5.77539 0.55764 -4.62447 0.51 1.83 -1.26
O 6.18471 1.41643 -5.42229 -1.53 -2.41 2.57
C 6.22967 -0.92655 -4.58374 2.84 -2.15 -1.27
O 5.56981 -1.53679 -3.59641 0.65 1.13 0.40
O 7.12913 -1.46777 -5.26494 -3.07 1.98 1.84
C 5.45920 4.52620 -2.13914 0.00 -0.34 -0.04
C 4.39148 4.50845 -1.02126 0.28 0.69 -0.07
C 3.54815 3.36452 -1.47689 -1.32 -0.52 -1.13
O 3.38787 3.54404 -2.91441 -0.10 0.76 0.98
C 4.61511 4.09314 -3.35269 1.78 -1.18 -0.36
H 6.29350 3.83920 -1.99737 -0.11 -0.07 0.30
H 5.86548 5.48310 -2.46687 0.13 0.25 0.94
H 3.88931 5.47239 -1.10345 -0.55 -0.11 0.05
H 4.61399 4.38199 0.03826 0.81 -0.02 -0.13
H 2.54744 3.23749 -1.06393 -0.10 0.58 0.05
H 4.00992 2.40181 -1.25766 0.57 -0.11 -0.17
H 4.67557 4.95299 -4.01983 -1.56 0.03 -0.30
H 5.12233 3.28813 -3.88446 0.20 0.05 -0.15
N 0.04606 -0.87822 4.74442 0.55 2.56 0.36
C 0.26823 0.37738 5.23294 0.26 -0.42 0.65
C -0.44225 0.98170 6.29168 -0.44 -1.21 -1.03
C -1.51131 0.25226 6.79915 -0.38 -1.49 0.03
C -1.78305 -1.04807 6.30819 0.49 2.04 0.05
C -0.99426 -1.47851 5.25551 -0.36 -1.96 0.73
H 1.14519 0.85593 4.82265 -0.07 0.26 -0.10
H -0.28477 1.97882 6.67551 0.39 0.05 -0.26
H -2.15752 0.64370 7.57089 0.08 0.20 0.12
H -2.60666 -1.63978 6.67961 0.01 -0.01 0.00
H -1.11890 -2.49079 4.90035 -0.36 -0.21 -0.25
N -0.56820 1.25264 -1.33516 -0.57 1.68 -2.00
C 0.40185 1.48250 -2.29162 -0.81 -0.31 1.74
C 0.42290 2.60099 -3.10085 -0.21 0.96 0.15
C -0.61557 3.50084 -3.02921 -1.38 -0.24 -0.27
C -1.77205 3.20867 -2.27410 1.49 -0.36 -0.39
C -1.68312 2.11963 -1.44003 1.31 -1.74 0.51
H 1.20660 0.76448 -2.34840 0.09 -0.21 0.11
H 1.24321 2.93009 -3.72149 0.32 -0.81 0.01
H -0.58339 4.34255 -3.70514 -0.09 0.29 0.13
H -2.69891 3.75870 -2.34355 0.13 0.16 0.10
H -2.54971 1.89038 -0.83767 0.29 -0.27 0.26
N 0.04101 -2.51517 1.31731 0.25 -0.81 1.44
C 1.23871 -3.18993 1.37502 -2.24 0.83 0.41
C 1.33508 -4.37152 2.05754 2.02 -0.35 -0.15
C 0.32729 -4.92554 2.76649 -1.95 -0.28 -0.29
C -0.91367 -4.29180 2.70305 -0.04 1.04 -0.38
C -1.03688 -3.06512 2.01405 2.49 -0.34 -0.64
H 2.14876 -2.76219 0.98100 -0.38 0.30 -0.58
H 2.28881 -4.87810 2.04435 0.22 0.03 0.02
H 0.46459 -5.89031 3.23207 -0.10 0.04 0.26
H -1.80335 -4.69201 3.16640 0.03 -0.04 0.17
H -1.95383 -2.49573 2.05171 0.00 0.11 -0.31
N 1.35138 0.86877 1.34481 1.48 2.67 0.95
C 1.49860 2.26787 1.33077 -0.38 -0.95 0.33
C 2.31439 3.00066 2.18231 0.53 -1.11 0.10
C 3.14389 2.31457 3.07981 -0.80 -0.67 0.40
C 2.99887 0.93806 3.17066 -0.74 0.27 -0.69
C 2.10224 0.29029 2.29872 0.40 -0.08 -0.78
H 0.93058 2.90685 0.67088 -0.55 -0.74 -0.46
H 2.32440 4.08008 2.14826 -0.06 0.01 -0.23
H 3.78513 2.81347 3.79136 0.14 0.24 -0.14
H 3.50247 0.34043 3.91606 0.22 0.02 -0.12
H 2.08752 -0.78905 2.26388 -0.19 -0.07 0.40